[1]
C43H47Cl2GeN2OSbSc | the ωB97M-V functional and the def2-TZVPD basis

Structure (XYZ):
```
98
Properties=species:S:1:pos:R:3:forces:R:3
Sc -0.068 0.532 0.416 0.282 0.005 0.157
C -1.780 3.120 1.448 -0.032 -0.013 -0.044
N -0.341 2.939 1.253 0.146 -0.236 -0.162
C 0.155 3.956 0.330 0.037 0.010 -0.011
C 0.376 2.986 2.533 -0.032 -0.003 0.029
C 0.025 1.786 3.384 0.012 -0.034 -0.162
C -0.082 1.894 4.764 0.065 0.033 -0.018
C -0.381 0.768 5.521 -0.007 0.004 0.062
C -0.587 -0.448 4.888 -0.001 -0.051 -0.008
C -0.489 -0.531 3.500 0.026 0.083 0.024
C -0.175 0.575 2.699 -0.299 -0.188 0.191
H -1.999 4.127 1.835 0.003 -0.004 0.009
H -2.155 2.383 2.156 0.004 0.003 -0.008
H -2.286 2.997 0.489 0.007 0.017 -0.006
H 0.032 4.966 0.749 -0.001 -0.008 0.011
H -0.386 3.880 -0.610 0.000 -0.008 -0.019
H 1.214 3.788 0.127 -0.004 0.010 0.018
H 0.181 3.936 3.057 -0.035 -0.007 0.012
H 1.446 2.970 2.295 0.010 0.027 0.026
H 0.067 2.852 5.253 0.001 0.000 -0.001
H -0.463 0.845 6.600 0.001 -0.003 -0.003
H -0.818 -1.334 5.470 -0.004 0.016 -0.009
H -0.656 -1.504 3.042 0.005 0.058 0.015
Cl -0.135 2.684 -4.106 0.063 0.094 -0.049
C -0.388 1.017 -3.654 -0.133 0.032 0.073
C -0.359 0.036 -4.645 -0.004 0.017 0.013
C -0.451 -1.284 -4.259 -0.021 0.012 0.009
Cl -0.300 -2.513 -5.498 0.008 -0.037 -0.047
C -0.635 -1.662 -2.928 0.027 0.153 -0.013
C -0.555 -3.025 -2.413 0.005 -0.079 0.041
C -0.375 -3.220 -1.105 -0.039 -0.044 -0.004
C -0.320 -2.067 -0.134 0.103 0.108 0.087
N -1.077 -0.910 -0.651 -0.149 -0.004 0.084
C -0.800 -0.647 -1.976 -0.064 0.087 -0.082
C -0.564 0.717 -2.311 0.009 -0.163 -0.130
O -0.440 1.585 -1.310 -0.053 0.053 -0.074
H -0.219 0.307 -5.681 0.007 -0.004 0.002
H -0.568 -3.853 -3.110 -0.001 -0.008 0.011
H -0.236 -4.226 -0.718 0.017 0.002 -0.003
H -0.804 -2.381 0.798 0.000 -0.009 -0.007
C 1.090 -1.488 0.180 0.050 0.016 -0.069
Ge 2.280 -2.503 1.289 0.032 0.064 -0.005
C 1.467 -3.318 2.885 0.025 -0.016 -0.072
C 1.960 -3.063 4.162 0.023 0.038 0.017
C 1.389 -3.651 5.284 -0.007 -0.014 0.019
C 0.308 -4.509 5.145 -0.002 0.005 -0.001
C -0.195 -4.779 3.879 -0.018 -0.005 0.020
C 0.385 -4.190 2.764 -0.029 -0.008 -0.041
C 3.755 -1.371 1.941 -0.066 -0.046 0.038
C 5.087 -1.778 1.908 0.013 -0.040 -0.049
C 6.098 -0.969 2.412 0.026 0.013 0.006
C 5.789 0.263 2.970 -0.003 0.002 0.004
C 4.465 0.681 3.020 0.010 0.014 0.003
C 3.461 -0.129 2.507 -0.032 0.022 -0.006
C 3.133 -4.003 0.317 -0.034 0.087 -0.012
C 3.097 -5.322 0.762 0.023 -0.002 0.095
C 3.663 -6.349 0.017 0.014 -0.033 -0.014
C 4.284 -6.072 -1.191 0.001 -0.003 -0.007
C 4.334 -4.762 -1.651 0.010 -0.014 -0.009
C 3.760 -3.744 -0.903 -0.030 0.028 -0.018
H 1.610 -1.400 -0.789 0.002 0.026 0.009
H 2.795 -2.382 4.289 -0.003 -0.013 -0.002
H 1.786 -3.431 6.268 -0.005 0.000 -0.002
H -0.143 -4.964 6.019 0.001 0.000 -0.002
H -1.040 -5.447 3.760 0.001 0.002 0.003
H -0.022 -4.414 1.783 0.010 -0.010 0.005
H 5.341 -2.741 1.475 -0.002 0.006 0.009
H 7.128 -1.302 2.370 -0.005 0.002 0.000
H 6.575 0.894 3.366 -0.002 -0.001 0.000
H 4.213 1.637 3.465 -0.001 -0.004 -0.005
H 2.427 0.200 2.563 0.010 -0.002 0.015
H 2.621 -5.556 1.709 -0.009 0.002 -0.013
H 3.618 -7.369 0.383 0.003 0.006 -0.003
H 4.723 -6.872 -1.776 0.001 0.003 0.004
H 4.811 -4.536 -2.597 -0.003 -0.001 0.002
H 3.793 -2.729 -1.286 -0.007 -0.006 -0.002
C -6.220 4.691 -3.624 -0.008 -0.017 -0.049
C -5.200 4.905 -2.515 0.052 -0.002 0.055
Sb -3.242 3.957 -2.743 -0.084 0.067 -0.016
C -3.872 2.251 -3.909 -0.007 0.015 0.006
C -4.173 1.039 -3.031 -0.111 0.030 -0.002
C -2.667 5.266 -4.387 -0.002 -0.009 0.012
C -2.866 4.714 -5.793 -0.016 -0.032 -0.036
H -7.136 5.262 -3.445 0.015 -0.004 -0.006
H -6.506 3.641 -3.708 0.002 0.011 0.000
H -5.826 4.999 -4.595 -0.003 -0.007 0.004
H -5.609 4.596 -1.550 0.009 -0.025 -0.021
H -4.966 5.970 -2.419 0.006 -0.024 0.028
H -3.061 2.036 -4.607 0.020 -0.025 0.057
H -4.748 2.524 -4.500 0.069 0.032 -0.040
H -3.337 0.794 -2.380 0.109 -0.040 0.056
H -4.383 0.153 -3.635 -0.005 0.011 0.001
H -5.044 1.218 -2.394 0.014 -0.002 -0.003
H -1.617 5.519 -4.230 -0.011 -0.003 0.012
H -3.241 6.187 -4.247 0.002 -0.017 0.013
H -2.236 3.839 -5.962 -0.012 0.004 -0.002
H -2.605 5.458 -6.552 0.002 -0.010 0.009
H -3.899 4.410 -5.969 0.006 0.010 -0.005
```
Positions in Å, forces in eV/Å.

frontier orbital gap = 6.63 eV
LUMO energy = 2.5 eV
total charge = -1
multiplicity = 1

Results of the Löwdin charge analysis, in e, for atoms 1 through 6: 1.080, -0.078, -0.329, -0.098, -0.179, -0.288

---

[2]
C3H11NOS | the ωB97M-V functional and the def2-TZVPD basis

Structure (XYZ):
```
17
Properties=species:S:1:pos:R:3:forces:R:3
N 0.815 -1.233 -0.074 -0.213 -0.272 -0.010
C -0.246 -0.389 -0.713 0.859 -1.472 1.237
C 0.247 1.023 -0.890 -0.879 -0.541 -1.133
C -0.779 1.900 -1.637 0.846 0.444 -0.164
S -0.988 3.524 -0.862 -0.278 0.274 0.126
H 0.408 -1.877 0.589 -0.054 -0.089 -0.109
H 1.563 -0.772 0.429 -0.275 0.535 -0.236
H -0.419 -0.881 -1.670 -0.200 0.389 -0.304
H -1.162 -0.536 -0.135 -0.129 0.607 0.023
H 0.640 1.472 0.012 -0.159 0.067 0.242
H 1.044 0.876 -1.598 0.878 0.309 0.025
H -1.726 1.425 -1.843 -0.322 -0.190 0.403
H -0.368 2.137 -2.612 -0.034 -0.101 -0.196
H -0.542 4.244 -1.899 -0.044 0.042 0.094
O 0.654 -3.775 4.591 0.605 -0.191 0.463
H -0.293 -3.760 4.447 0.102 0.259 -0.505
H 1.154 -3.379 3.865 -0.704 -0.070 0.044
```
Positions in Å, forces in eV/Å.

frontier orbital gap = 9.67 eV
LUMO energy = 0.6 eV
SMILES = NCCCS.O
multiplicity = 1

Results of the Löwdin charge analysis, in e, for atoms 1 through 6: -0.025, -0.292, -0.279, -0.568, 0.692, 0.045

---

[3]
C3HClF6S | the ωB97M-V functional and the def2-TZVPD basis

Structure (XYZ):
```
12
Properties=species:S:1:pos:R:3:forces:R:3
F 0.954 -1.699 -1.286 0.651 0.745 -0.009
C -0.066 -1.342 -0.516 -0.614 0.029 0.303
F -1.135 -1.255 -1.326 0.284 0.166 0.442
F -0.262 -2.368 0.316 -0.058 0.120 0.149
C 0.146 0.008 0.376 -3.462 -1.126 -2.261
S 1.651 -0.026 1.182 1.563 0.101 1.459
Cl -1.322 -0.034 1.490 0.957 -0.062 -0.246
C -0.153 1.283 -0.476 -1.289 1.111 0.526
F -1.392 1.258 -0.996 0.254 -0.327 -0.153
F -0.155 2.356 0.340 0.488 -0.167 0.149
F 0.674 1.553 -1.466 0.745 -0.617 -0.184
H 1.061 0.268 2.362 0.482 0.027 -0.175
```
Positions in Å, forces in eV/Å.

frontier orbital gap = 10.61 eV
LUMO energy = 0.0 eV
SMILES = FC(F)(F)C(S)(Cl)C(F)(F)F
multiplicity = 1

Results of the Löwdin charge analysis, in e, for atoms 1 through 6: 0.154, -0.689, 0.140, 0.108, -0.927, 0.894

---

- frontier orbital gap of number 3 (C3HClF6S)?
  10.61 eV